Here is the molecule C3H3Cl in a non-equilibrium geometry from the Open Molecules 2025 dataset. Energies are from the ωB97M-V functional and the def2-TZVPD basis.

- Energy above the lowest of the compared OMol25 structures with the same formula, charge and spin: 7.0 kcal/mol
- Orbital gap: 11.152 eV
- Molecular weight: 74.51 g/mol
- Total charge: 0
- F_max: 3.5 eV/A
- Lowest unoccupied orbital energy: 0.74 eV

CARTESIAN COORDINATES (ANGSTROEM)
C: 1.59751 -0.71224 0.03984
C: 0.51296 -0.22712 -0.07247
C: -0.73590 0.44224 -0.00029
Cl: -2.30542 -0.62255 -0.00325
H: 2.59472 -1.20289 -0.10849
H: -0.99769 1.27138 -0.78894
H: -0.66618 1.05120 0.93359


Here is a structure of composition C21H27F5MgN7O9S in a non-equilibrium geometry from the Open Molecules 2025 dataset. Energies are from the ωB97M-V functional and the def2-TZVPD basis.

- Energy above the lowest of the compared OMol25 structures with the same formula, charge and spin: 0.0 kcal/mol
- Orbital gap: 8.863 eV
- Molecular weight: 672.85 g/mol
- Total charge: +1
- F_max: 5.4 eV/A
- Lowest unoccupied orbital energy: -3.14 eV

CARTESIAN COORDINATES (ANGSTROEM)
Mg: -0.61452 -3.16938 -0.89356
C: -0.63371 0.52656 0.49311
F: -0.46892 1.80824 0.75533
F: -0.14797 -0.13553 1.57766
F: -1.96380 0.40310 0.29151
S: 0.20380 0.00880 -1.16269
O: 0.12983 -1.45799 -1.02105
O: -0.55798 0.64475 -2.26719
O: 1.56027 0.49847 -1.02099
C: -3.35965 0.81325 5.06629
C: -2.35143 0.27235 4.12644
O: -1.31793 -0.03900 4.98938
C: -1.47819 0.28219 6.22238
O: -0.69549 0.16332 7.15095
O: -2.59990 1.02196 6.23543
F: -2.01733 1.30013 3.33999
H: -4.14620 0.07049 5.19956
H: -3.85338 1.69390 4.65547
H: -2.61001 -0.64337 3.59475
C: 1.50731 2.36141 -3.49342
C: 2.51957 3.24248 -2.70647
O: 2.24609 4.51798 -3.08417
C: 1.70919 4.45052 -4.33629
O: 1.47575 5.42129 -5.04182
O: 1.36419 3.17363 -4.65032
F: 3.77370 2.95126 -2.86461
H: 0.56684 2.27643 -2.94901
H: 1.81533 1.34224 -3.72694
H: 2.28981 3.22287 -1.64114
C: 0.79743 -3.93766 -5.40150
C: 0.31698 -3.60229 -4.02302
N: -0.07139 -3.34652 -2.97761
H: 1.18358 -4.92576 -5.65179
H: 1.48349 -3.14423 -5.69797
H: 0.08810 -3.88511 -6.22745
C: 3.46721 2.89238 1.14354
C: 4.52200 3.45581 0.31691
N: 5.34871 3.88054 -0.36320
H: 2.48000 3.27364 0.88246
H: 3.63138 3.00590 2.21511
H: 3.30959 1.82819 0.96816
C: -4.98977 -2.47994 -2.01533
C: -3.62693 -2.57170 -1.62741
N: -2.50302 -2.63187 -1.34877
H: -5.38466 -1.49829 -1.75353
H: -5.53934 -3.32795 -1.60675
H: -5.09443 -2.49673 -3.10016
C: 4.07805 -4.44348 -0.57050
C: 2.64718 -4.08681 -0.48222
N: 1.51984 -3.77161 -0.35969
H: 4.72257 -4.04199 0.21149
H: 4.46834 -3.95018 -1.46068
H: 4.19959 -5.52504 -0.63012
C: -3.03114 2.87313 -1.94350
C: -3.48641 1.51005 -2.51607
N: -3.91050 0.49700 -2.86791
H: -2.52348 2.76466 -0.98505
H: -3.85575 3.57700 -1.83082
H: -2.29969 3.36161 -2.58729
C: -0.17375 -3.54372 3.59182
C: -0.64065 -3.28219 2.19942
N: -0.94751 -3.10140 1.11718
H: -0.25554 -4.62035 3.74111
H: -0.88853 -3.03876 4.24159
H: 0.84921 -3.22858 3.79760
C: 1.47584 1.98793 3.62000
C: 1.02912 3.31433 3.14403
N: 0.64226 4.32349 2.75004
H: 2.46338 2.04701 4.07758
H: 1.34727 1.28729 2.79496
H: 0.80603 1.58010 4.37705


Here is a structure of composition C16H25ClN5Os from the Open Molecules 2025 dataset. Energies are from the ωB97M-V functional and the def2-TZVPD basis.

- Energy above the lowest of the compared OMol25 structures with the same formula, charge and spin: 0.0 kcal/mol
- Orbital gap: 8.231 eV
- Molecular weight: 513.09 g/mol
- Total charge: +3
- F_max: 0.4 eV/A
- Lowest unoccupied orbital energy: -10.97 eV

CARTESIAN COORDINATES (ANGSTROEM)
Os: 0.33321 0.32932 0.51077
C: 0.44968 -3.99289 1.24744
C: 0.12627 -2.58661 0.89898
N: 0.97066 -1.61942 0.75223
C: 2.42010 -1.80894 0.60492
C: 2.71978 -1.25694 -0.77427
N: 2.13132 0.11360 -0.85866
C: 3.11496 1.12298 -0.36238
C: 2.41706 2.45020 -0.25100
N: 1.17806 2.32144 0.59984
C: 0.15581 3.32001 0.14889
C: -0.50940 2.77558 -1.10010
N: -0.89488 1.38480 -0.80280
C: -2.07165 0.93093 -1.10097
C: -3.09970 1.67499 -1.87727
C: -2.30542 -0.42064 -0.58181
C: -3.45853 -1.18079 -0.71406
C: -3.49667 -2.45768 -0.16841
C: -2.35780 -2.97426 0.43721
C: -1.23265 -2.17166 0.53093
N: -1.23441 -0.90600 0.07158
H: 1.42662 -4.09838 1.70834
H: 0.40368 -4.62540 0.35573
H: -0.29816 -4.36889 1.94789
H: 2.70060 -2.85741 0.66650
H: 2.93973 -1.27197 1.39893
H: 2.24997 -1.88041 -1.53423
H: 3.79228 -1.23277 -0.97128
H: 1.95218 0.30667 -1.84187
H: 3.97056 1.19678 -1.03584
H: 3.48203 0.78538 0.60820
H: 2.10825 2.78339 -1.24074
H: 3.06239 3.22275 0.16643
H: 1.43925 2.54898 1.55896
H: 0.62846 4.28484 -0.03837
H: -0.57489 3.45072 0.94569
H: 0.15045 2.78221 -1.96866
H: -1.37750 3.38415 -1.34213
H: -2.65204 2.24856 -2.68682
H: -3.63730 2.36734 -1.22098
H: -3.83027 0.99867 -2.31234
H: -4.31852 -0.78916 -1.23903
H: -4.39324 -3.05778 -0.25137
H: -2.33835 -3.99126 0.80567
Cl: 0.92000 0.33396 2.86796
C: -0.73277 0.72225 2.25034
H: -0.99662 1.72792 2.56538
H: -1.43260 -0.01918 2.62656


Here is the molecule C5H4N2O in a non-equilibrium geometry from the Open Molecules 2025 dataset. Energies are from the ωB97M-V functional and the def2-TZVPD basis.

- Energy above the lowest of the compared OMol25 structures with the same formula, charge and spin: 80.7 kcal/mol
- Orbital gap: 9.298 eV
- Molecular weight: 108.10 g/mol
- Total charge: 0
- F_max: 7.2 eV/A
- Lowest unoccupied orbital energy: 0.96 eV

CARTESIAN COORDINATES (ANGSTROEM)
C: 2.00046 0.03911 0.00992
C: 1.20052 -1.14896 0.08018
C: -0.13621 -0.76959 0.32447
O: -1.41354 -1.06245 0.04608
C: -2.07353 0.10381 -0.14043
C: -1.11482 1.14619 0.16094
N: 0.14590 0.69233 0.33938
N: 1.30590 1.07994 -0.04908
H: 3.01556 -0.09150 -0.34902
H: 1.62018 -2.13509 -0.15090
H: -3.15863 -0.14883 -0.17188
H: -1.39178 2.29505 -0.09964


Here is the molecule C4H7NO2 in a non-equilibrium geometry from the Open Molecules 2025 dataset. Energies are from the ωB97M-V functional and the def2-TZVPD basis.

- Energy above the lowest of the compared OMol25 structures with the same formula, charge and spin: 128.0 kcal/mol
- Orbital gap: 10.104 eV
- Molecular weight: 101.10 g/mol
- Total charge: 0
- F_max: 7.1 eV/A
- Lowest unoccupied orbital energy: 0.68 eV

CARTESIAN COORDINATES (ANGSTROEM)
O: -0.79706 -1.47388 -2.30118
C: -0.87106 -0.21767 -1.81619
N: 0.25309 0.05941 -1.12431
C: 0.98288 -0.69998 -0.24128
C: 0.45247 -0.11745 1.24407
C: -0.37212 1.04434 0.88096
O: 0.17401 1.25268 -0.52995
H: -1.71458 0.58455 -1.41749
H: 0.73072 -1.76111 -0.42940
H: 2.07303 -0.72159 -0.08418
H: -0.28015 -0.72998 1.90223
H: 1.38141 -0.00223 1.77344
H: -0.47183 1.99704 1.34821
H: -1.54081 0.78587 0.79508


Here is the molecule C8H5FN4 in a non-equilibrium geometry from the Open Molecules 2025 dataset. Energies are from the ωB97M-V functional and the def2-TZVPD basis.

- Energy above the lowest of the compared OMol25 structures with the same formula, charge and spin: 72.1 kcal/mol
- Orbital gap: 8.382 eV
- Molecular weight: 176.15 g/mol
- Total charge: 0
- F_max: 9.7 eV/A
- Lowest unoccupied orbital energy: -1.45 eV

CARTESIAN COORDINATES (ANGSTROEM)
F: 1.99029 -3.88394 0.40042
C: 1.45176 -2.58449 0.37517
C: 2.05540 -1.44905 -0.12314
C: 1.26839 -0.32820 -0.40320
C: -0.02436 -0.24900 0.00146
C: -0.66253 1.10866 0.00214
N: -1.87187 1.32844 0.51596
N: -2.51409 2.45005 -0.04693
C: -1.77412 3.30156 -0.80226
N: -0.53388 3.22956 -1.04919
N: 0.06156 2.05360 -0.57236
C: -0.58532 -1.28658 0.71010
C: 0.24833 -2.46356 0.77273
H: 3.22113 -1.39960 -0.13420
H: 1.80061 0.46992 -1.10143
H: -2.05942 4.26087 -1.01988
H: -1.57562 -1.42014 1.26891
H: -0.49625 -3.13809 1.20570


Which value of molecular weight does entry 6 give?
176.15 g/mol